Entry 1:
Density functional theory data (ωB97M-V with the def2-TZVPD basis set) for a cluster of 17 separate species, C46H132N6O17 in total.

Last column: Löwdin charge in e.
Atoms and positions in Å:
H -1.1028 1.9344 -6.1927  0.13
C 6.8622 -6.1401 -1.1718  -0.07
C 0.5567 6.6525 -0.8253  -0.27
C 2.7662 -1.3832 2.3595  -0.33
H -2.8677 3.3647 -2.7239  0.04
H 5.2432 -2.6574 -2.6771  0.01
H -4.9839 0.9264 2.1317  0.06
H -1.8110 1.9876 5.6873  0.06
C -4.8718 3.4281 3.9981  -0.18
H -3.3056 -2.3412 1.4726  0.11
H 0.7639 0.8053 -4.7622  0.06
C -4.8420 1.6279 5.7833  -0.07
H 2.7405 -2.7520 3.6380  -0.01
H 1.0551 1.8500 -6.9745  0.04
C -4.0522 -0.9786 2.8953  -0.35
H 2.5387 2.1454 1.2194  0.07
O -1.3381 0.7988 0.8642  -0.12
O 3.8796 -5.6016 -0.3395  -0.19
H 0.7833 -6.3455 -1.1869  0.06
H -1.3541 2.8542 4.2105  0.06
H 0.6411 1.7396 5.5139  0.10
H 2.1695 -1.6366 -2.5757  0.06
C -4.9750 -4.1728 1.4413  -0.08
C -0.3260 2.4951 -5.6727  -0.46
H 7.5725 -6.3261 -1.9773  0.08
C 2.9290 -5.2408 0.7016  -0.09
H 1.6916 -1.6397 -4.2678  0.06
H 1.6800 -0.9700 5.5499  0.08
H -0.2532 2.5127 0.7930  0.04
H -1.1417 -1.7120 -7.6475  0.07
H -0.0482 4.4691 -4.8046  0.14
N -2.8273 -0.2312 3.0872  0.05
H 4.0283 4.1870 -3.1458  0.12
H -5.6212 -0.6231 1.3906  0.08
H 1.8580 -1.8652 1.9975  0.10
H 5.6161 5.4860 -1.7823  0.13
C -0.5909 -2.3649 4.6178  -0.19
H -4.8501 4.5148 3.9162  0.12
C 5.8261 -5.1209 -1.6511  -0.44
H 0.3833 -6.5023 3.0365  0.09
C 4.7963 5.2268 0.2025  -0.05
C 0.2351 2.7254 5.7405  -0.35
C 4.9685 -4.6430 -0.4715  -0.16
C -1.1977 2.7952 5.2876  -0.07
O -2.3806 -3.3665 -1.9843  -0.10
C -0.8638 6.4800 -1.2958  -0.07
O 0.1870 3.3648 0.7501  -0.11
C 2.4955 -1.3729 -3.5818  -0.08
C 1.3738 -1.7557 6.2405  -0.05
H 3.5798 -3.2632 -3.7219  0.10
H -0.3812 1.4509 -3.6792  0.06
H 0.2391 -1.3975 -6.5746  0.06
O 4.7082 -1.8859 -2.8774  -0.09
H -6.9252 3.0675 5.3427  0.07
H -6.4462 4.4918 5.8076  0.07
H 3.8789 5.3874 0.7688  0.05
H 0.3972 3.8600 2.7291  0.10
H -4.9742 -2.3723 -2.0394  0.07
C -4.1346 -1.7469 -2.3428  -0.07
H 4.5489 -3.6469 -0.6120  0.10
C -4.3490 1.9884 -1.8036  -0.29
O 0.0934 -3.8887 -3.3886  -0.09
H 0.2393 -6.7704 -2.7878  0.08
H 0.8596 -1.4212 7.1415  0.08
H -5.5844 1.0099 5.2784  0.08
H 0.9833 -0.0326 -0.5700  0.07
H -2.1925 2.5978 -1.4191  0.06
H 1.7281 4.3901 1.6669  0.10
H -4.3040 -4.9516 1.8036  0.07
H -5.9351 -4.6613 1.2750  0.09
O 0.0322 -5.6473 2.7772  -0.09
H -1.5095 -3.6115 -2.3048  0.02
H -4.4319 1.4735 -0.8465  0.08
H -4.0984 1.2309 -2.5462  0.09
H -2.2747 -0.5669 3.8631  0.04
C -3.7792 -2.4464 2.4487  -0.20
H -0.0642 -0.8402 -1.6906  0.07
H -1.5072 7.3356 -1.0908  0.08
H 1.2957 -1.9134 -8.7213  0.11
C -4.7705 -0.0974 1.8243  -0.03
O -3.6902 2.9370 3.3880  -0.23
H 5.1999 -5.5498 -2.4334  0.14
C 4.0785 4.0185 -2.0701  -0.12
H -3.8453 1.2598 5.5402  0.04
C -2.1359 -1.8245 6.3782  -0.05
H 4.0655 -1.8767 -4.8392  0.11
H 0.3152 -3.5765 6.2275  0.13
H -3.3880 3.8764 -1.1054  0.06
H -5.7065 3.0405 3.4141  0.13
H 2.0890 -4.2069 5.3114  0.11
H -0.2076 -1.7128 3.8330  0.13
C -0.8152 3.8354 -5.2499  -0.24
H -0.3468 -6.5649 0.9501  0.10
H 0.1590 -0.7605 -9.5050  0.10
H 0.8343 3.4208 5.1527  0.10
H 7.3705 -5.7624 -0.2846  0.08
H -2.7395 -2.7107 6.1818  0.09
C 1.0107 3.5945 1.8681  -0.28
H -4.5422 -3.9069 0.4769  0.08
H -2.7744 5.9622 -6.6571  0.09
H 1.8326 -4.9546 -2.9595  0.11
H -1.4493 -4.5741 -0.0459  0.06
H -1.2376 5.5963 -0.7786  0.06
O 1.6120 0.1123 -8.3335  -0.09
H -0.8126 -5.9063 -1.7865  0.07
H -4.9626 1.4687 6.8548  0.08
H 3.7128 1.2570 -1.9101  0.07
H 2.7281 -0.3098 -3.6435  0.06
C -0.0196 -0.0016 -0.9957  -0.06
H 2.1482 0.2757 -9.1128  0.09
H -2.8506 -1.0406 6.6290  0.09
N 3.7856 6.4229 -1.6830  0.02
N -6.3190 3.5120 6.0173  0.05
H 2.3410 -2.0953 6.6109  0.08
H 0.0912 -4.1412 0.5088  0.05
H 2.3422 2.2605 3.0096  0.07
C -3.4268 3.3389 2.0769  -0.10
C -5.0245 3.1061 5.4896  -0.44
C -3.1498 3.0158 -1.7305  -0.05
H -4.4133 -1.1019 -3.1761  0.07
O -1.6218 4.4126 -6.2313  -0.15
C -0.9578 -0.3519 0.1145  -0.30
H 7.2951 -4.3356 -2.8146  0.09
C -2.1625 5.5935 -5.8338  -0.15
N 1.5885 -3.5654 4.7130  0.05
C 3.7621 -2.1952 -3.8419  -0.33
H -0.8741 6.2454 -2.3602  0.07
C -2.9356 -2.4842 -2.9215  -0.33
H -6.3220 1.9992 -2.1176  0.08
C 0.2425 -5.9649 -2.0534  -0.08
H 0.9532 -4.1303 4.1677  0.06
H 3.4036 -5.1567 1.6793  0.08
H 2.1855 -6.0211 0.8640  0.07
H -1.8893 -0.7346 -0.3025  0.09
H -2.9965 0.7313 3.3423  0.06
C 0.6311 -2.8320 5.4968  -0.42
H -1.4134 -1.9839 7.1786  0.08
C 0.7426 -0.9807 -8.6111  -0.29
O -5.5834 2.6125 -2.1169  -0.07
H 1.1811 7.3428 -1.3924  0.11
O 1.2887 5.4147 -0.9840  -0.13
O 5.0855 2.9701 -1.7636  -0.20
H -0.1095 -4.2930 -4.2353  0.10
C 3.6944 -0.8746 1.2447  -0.06
H 1.1848 1.4542 2.0481  0.06
H 0.2275 3.1381 -7.4879  0.08
H 5.3882 0.8826 -1.8980  0.08
O 3.4303 -2.4132 3.0627  -0.12
H 5.2745 4.2890 0.4854  0.07
H -3.6274 4.3747 1.8030  0.10
H -1.3858 6.3356 -5.6491  0.09
H 2.5739 -0.5376 3.0197  0.09
H -2.1598 -1.7823 -3.2274  0.11
H -4.2248 3.5643 6.0715  0.13
H 0.9787 4.6994 -0.4236  0.04
H -4.0091 2.7693 1.3527  0.07
H 3.1093 3.7277 -1.6650  0.11
C 0.2942 1.7480 -4.4815  -0.03
C 0.8851 -4.6856 -2.4926  -0.28
H -1.1978 -3.6673 1.5571  0.06
O -5.0133 -3.0581 2.3371  -0.17
H -2.6730 5.5288 -4.8729  0.08
H 7.1800 -3.6741 -1.3865  0.10
H 4.7945 1.5939 -3.2447  0.08
H -0.5003 -1.0444 0.8211  0.11
C -0.3041 -1.0429 -7.4505  -0.07
H 5.5428 -4.6416 0.4549  0.13
H 1.0751 -4.0947 -1.5967  0.10
H -3.1709 -3.0124 -3.8455  0.11
H 1.3062 3.0517 7.3803  0.09
O 0.4000 2.9088 7.0972  -0.06
H 0.5537 6.8802 0.2407  0.11
H -3.1562 -2.9982 3.1525  0.12
H -1.4484 3.5377 -4.4141  0.10
H -2.3713 3.1118 1.9274  0.08
H -4.0868 0.0114 0.9824  0.05
H 2.4555 -4.2671 0.5760  0.07
H 3.8779 7.1553 -0.9937  0.06
H 5.3755 6.0599 0.6006  0.07
H 4.5433 -0.3615 1.6966  0.08
H -4.6162 -0.8897 3.8238  0.12
H -0.2569 0.9333 -1.5033  0.07
C 4.6874 1.6743 -2.1630  -0.14
N 6.6092 -4.0448 -2.1327  0.02
N 0.6726 2.7357 -6.6755  0.05
H 6.3729 -7.0476 -0.8182  0.08
C 1.8450 2.3215 2.0415  -0.07
H 2.8416 6.1315 -1.4732  0.00
H 1.0743 2.4085 -4.1031  0.09
O -1.4544 -1.4414 5.1775  -0.23
H 3.9444 -1.5883 0.4596  0.06
H -0.7942 -0.0967 -7.2209  0.06
H -1.6949 3.7253 5.5631  0.08
H -3.8462 -1.2278 -1.4287  0.05
C 4.6329 5.3028 -1.3488  -0.40
H 3.0766 -0.0965 0.7965  0.04
H -1.8144 0.4363 1.6147  0.01
H -1.7396 -6.1894 1.8871  0.10
C -0.8832 -4.4603 0.8786  -0.06
H -1.0251 -3.2267 4.1109  0.11
C -0.7579 -5.8032 1.6126  -0.30

Atoms 1-6, force components in eV/Å:
H -0.8 -0.1 0.7
C -1.0 -0.9 0.5
C 0.5 -1.3 0.4
C 1.6 -0.8 -0.6
H -0.6 0.3 -0.2
H 0.6 -0.3 0.0

Properties
energy above the lowest of the compared OMol25 structures with the same formula, charge and spin: 53.5 kcal/mol


Entry 2:
Density functional theory data (ωB97M-V with the def2-TZVPD basis set) for the ion C5H15N2 with charge +1.

Last column: Löwdin charge in e.
Atoms and positions in Å:
C -0.7901 0.8195 -0.1895  -0.22
H 3.0756 -0.6283 -0.9341  0.07
H 0.3516 0.1658 -1.7523  0.11
H 2.4638 0.1637 -2.3282  0.08
H -1.8088 -1.1842 -1.0510  0.17
H -1.4345 -0.9226 2.7379  0.09
H -0.8927 -1.9831 0.1034  0.17
H -2.5982 -1.9160 0.1686  0.18
C 1.6672 0.9037 -0.4086  -0.25
C -0.7967 -0.4573 1.9956  -0.03
N 0.3957 0.2167 -0.7410  -0.08
H -0.3750 0.4268 2.4478  0.09
H 1.9135 0.6517 0.6193  0.11
H 3.6404 0.9915 -1.3973  0.08
H 1.5556 1.9852 -0.5446  0.12
H -0.6073 1.7231 0.3871  0.13
C 2.7733 0.3497 -1.2901  -0.09
C -1.5564 -0.1495 0.7030  -0.33
H 0.0113 -1.1533 1.7671  0.09
H -2.4875 0.3434 0.9977  0.16
H -1.4509 1.2348 -0.9577  0.13
N -1.7337 -1.4221 -0.0608  0.22

Atoms 1-6, force components in eV/Å:
C -0.5 0.5 -0.3
H 0.3 -0.1 0.2
H -0.1 0.1 0.1
H -0.3 0.3 0.2
H 0.3 -0.3 -0.1
H -0.2 -0.2 0.1

Properties
energy above the lowest of the compared OMol25 structures with the same formula, charge and spin: 17.7 kcal/mol
SMILES: CCNC[C@H](C)[NH3+]
net charge: +1


Entry 3:
Density functional theory data (ωB97M-V with the def2-TZVPD basis set) for a structure of composition C10H38BrNO8Si2.

Last column: Löwdin charge in e.
Atoms and positions in Å:
H 4.6331 -4.9926 4.0039  0.08
H -4.0104 -1.6908 -4.4543  0.05
H 0.8143 2.6803 -2.0440  0.05
H 5.6677 -3.5600 3.8361  0.08
C -0.2204 1.5099 1.3202  -0.73
H 4.5270 -3.6890 5.2044  0.08
H 0.0524 -0.6828 1.0526  0.07
H 3.7314 8.0032 0.7902  0.08
Si -1.3099 -0.4574 -1.6816  0.61
H -2.9070 0.0279 1.1672  0.01
H 0.4679 -1.1937 -3.2846  0.06
H 4.3680 7.1422 -1.2629  0.07
H 3.2511 9.0490 -0.5752  0.08
O 1.6467 4.0032 -0.7211  -0.14
C 0.0953 0.0860 1.8307  -0.35
H -2.1974 -1.1472 -5.7665  0.07
H -3.7585 -0.9602 -6.6209  0.08
H 3.7133 -2.3678 3.4867  0.07
H 2.0684 7.9542 0.1701  0.08
O -1.3293 1.2319 -1.4295  -0.38
N 1.4910 -0.0477 -1.8374  -0.05
C -5.3053 -2.3458 0.1231  -0.15
H -2.7585 -2.4041 -6.8886  0.08
H -1.7492 -1.1255 -0.4499  -0.02
Br -0.4072 2.7581 2.8576  0.65
C -3.0768 -1.6731 -6.1492  -0.16
C 1.5513 3.4804 -2.0442  -0.15
H 2.3509 -0.5387 -1.6450  0.06
C 4.6824 -3.9159 4.1467  -0.15
H -2.2133 -0.7486 -2.8063  -0.03
H 2.5168 3.0769 -2.3610  0.08
H 2.3002 4.7069 -0.7377  0.05
C 0.4409 -1.0373 -2.2040  -0.36
H 1.2538 0.4282 -0.9784  0.02
H -0.2737 -0.1385 3.9597  0.06
H -2.0882 3.0840 0.1221  0.02
H -1.7832 0.0420 2.9848  0.05
H 1.1287 0.0978 2.1974  0.10
H 1.3415 -4.7120 3.5575  0.07
O 3.4478 7.0300 -1.0245  -0.13
H -0.3644 -4.9223 3.1072  0.08
O 0.5931 -3.3679 2.1764  -0.14
O -3.7417 -2.3542 -5.0910  -0.14
H 0.9104 -5.4055 1.9679  0.08
H 1.2325 4.2626 -2.7391  0.08
Si -1.7274 1.6568 0.1773  0.37
H -5.7290 -3.0938 -0.5523  0.08
O 3.6613 -3.3149 3.3531  -0.13
O -3.1124 0.8545 0.7365  -0.18
H -5.6901 -2.5043 1.1339  0.08
H 0.6719 -1.9647 -1.6573  0.06
H -5.5969 -1.3546 -0.2156  0.08
C -0.7803 -0.3832 3.0293  -0.13
H -3.6322 -3.2907 0.4137  0.07
O -3.8808 -2.4155 0.1138  -0.15
C 3.1127 8.0706 -0.1082  -0.15
H 1.4773 -3.1758 1.8576  0.06
C 0.6272 -4.6770 2.7322  -0.15
H -0.8299 -1.4703 2.9582  0.05
H 0.6450 1.8866 0.7623  0.04

Atoms 1-6, force components in eV/Å:
H -0.1 0.0 0.0
H 0.0 0.0 0.2
H 0.0 0.0 0.0
H 0.0 -0.1 0.1
C 0.0 -0.8 -0.2
H 0.1 -0.1 0.0


Entry 4:
Density functional theory data (ωB97M-V with the def2-TZVPD basis set) for a structure of composition C32H51ClN7O2PPbS3SeSi.

Last column: Löwdin charge in e.
Atoms and positions in Å:
H 1.8054 -2.7521 2.7901  0.07
C 2.4354 -0.8088 -3.1971  -0.75
C -3.0023 -0.1185 -1.6807  -0.32
H -0.6824 -4.1448 2.9449  0.01
H 0.7372 7.5881 1.1491  0.08
C -1.3618 -1.6465 -2.0985  -0.20
C 5.2061 3.9816 0.8564  -0.05
H 3.0966 0.3360 -4.8840  0.10
H 4.7486 4.8767 1.2754  0.07
H -1.2938 -7.1320 0.0179  0.03
Se 1.1606 -3.5172 -0.0596  0.33
C -0.2840 4.3276 -3.1141  -0.68
H -4.4208 1.2540 -1.3522  0.13
S 0.4639 3.2307 0.1482  0.24
H 1.0941 1.8584 -4.9275  0.09
C -3.6313 -0.4279 -2.9000  -0.02
H -3.5363 -1.6190 -4.6645  0.11
H -1.1701 1.4277 2.7400  0.03
H 5.6195 3.3872 1.6708  0.09
C 0.2567 5.5717 2.9712  -0.08
Cl -0.1145 5.9938 -2.6854  0.69
S 2.6414 0.3895 -2.0205  0.59
N 2.5506 -0.5626 1.3248  -0.10
H -2.6744 3.1309 3.6684  0.11
H -0.1172 -1.9607 4.2210  0.11
H -0.5199 -6.3753 -1.3826  0.02
N -1.4869 2.2967 -2.8286  0.08
H 0.4741 5.0408 3.8953  0.06
H 3.8401 -1.3053 2.8283  0.11
C -1.8972 -2.0096 -3.3134  -0.08
N -1.8858 -0.7139 -1.2881  0.06
O 2.3430 4.7308 1.8903  -0.31
H -3.0421 -4.6731 0.5326  0.03
H 3.2419 0.0876 0.9636  0.04
H -2.3528 -3.0434 0.5102  0.01
H 0.4696 -6.9780 -0.0526  0.02
H 0.6471 6.0628 0.2460  0.02
C -4.0146 3.0311 1.9652  -0.06
C -4.2347 2.4110 0.7600  -0.01
H 0.4399 -0.2999 3.9953  0.07
P 1.8621 3.2356 1.5843  -0.15
N 1.9884 -2.0476 -2.8649  0.03
C -0.4718 -6.4839 -0.2975  -0.24
H 4.6552 2.2878 -0.3381  0.12
N -0.2979 -1.2017 2.2535  -0.09
H 2.7213 -1.4663 -6.5246  0.11
S 1.3694 2.2223 3.1843  0.33
C 0.6060 3.7254 -3.9814  -0.09
H 4.3568 4.2589 -1.7364  0.09
C -0.5443 -5.0797 2.3969  -0.23
C -0.6337 1.7117 -3.6673  -0.14
H -0.4743 -2.1403 -1.7149  0.01
C 2.0220 -2.8894 -5.0592  -0.06
H 2.1836 6.4774 2.8512  0.14
H -1.3440 -5.7621 2.6973  0.03
H -1.4211 -2.7706 -3.9157  0.10
H 6.0197 4.2778 0.1923  0.08
C 0.4186 -1.2916 3.5395  -0.26
C -1.3137 3.5828 -2.5588  -0.23
H 1.7840 -2.2522 -1.8752  -0.05
C 0.4213 2.3825 -4.2639  -0.06
N -3.6223 0.8411 -0.9010  0.13
H -0.1422 -2.0637 1.7239  -0.04
H -5.0939 2.6651 0.1522  0.11
H -2.0010 4.0445 -1.8594  0.10
H 0.4085 -5.5110 2.7089  0.03
H 2.2142 -2.0776 4.3584  0.12
H 2.1976 6.9040 0.4231  0.08
O 3.2226 2.6078 1.0203  -0.35
Si -0.5720 -4.8073 0.5371  0.04
C -2.9024 2.6688 2.7194  -0.06
N -2.2590 1.0896 1.0238  0.04
H -0.2362 6.5154 3.2126  0.08
H 1.4285 -3.9736 -3.2719  0.12
C 2.5045 -1.6332 -5.4771  -0.05
C 1.2606 6.6575 0.9233  -0.07
H 2.6163 -1.4199 0.7787  -0.02
C -2.0688 1.7054 2.2019  -0.19
C 1.7817 -3.0589 -3.7303  -0.09
H -0.7975 0.6567 -3.8593  0.10
H 1.4235 4.2899 -4.4085  0.11
H 3.0526 4.8583 -0.6991  0.06
Pb 0.3429 0.3121 0.2760  1.13
H -1.2982 -1.1027 2.3933  0.07
C -3.0693 -1.3740 -3.7192  -0.07
C 1.5271 5.8910 2.2048  -0.44
C 2.8416 -0.8639 2.7376  -0.27
C 3.5544 3.9607 -1.0583  -0.08
H 2.8386 3.3562 -1.6126  0.02
H 2.8456 0.0809 3.2789  0.04
H -4.5400 0.0861 -3.1856  0.11
C -2.2431 -4.0554 0.1131  -0.22
H 1.8598 -3.6974 -5.7553  0.10
C -3.3275 1.4328 0.3165  -0.30
H -0.4253 4.9671 2.3724  0.05
C 4.1799 3.1780 0.0806  -0.44
H -2.3931 -4.0020 -0.9665  0.02
H -4.7017 3.7897 2.3168  0.11
C 2.7101 -0.6247 -4.5779  -0.10
C 1.8375 -1.8218 3.3648  -0.19

Atoms 1-6, force components in eV/Å:
H 0.0 0.0 0.0
C 0.0 0.0 0.0
C 0.0 0.0 0.0
H 0.0 0.0 0.0
H 0.0 0.0 0.0
C 0.0 0.0 0.0

Properties
energy above the lowest of the compared OMol25 structures with the same formula, charge and spin: 0.0 kcal/mol


| no. | highest occupied orbital energy (eV) |
| --- | --- |
| 1 | -8.257 |
| 2 | -13.264 |
| 3 | -9.320 |
| 4 | -7.284 |